No. 1
DFT (the ωB97M-V functional and the def2-TZVPD basis) results for CH2ClN2OP in the gas phase in a non-equilibrium geometry.

Output
energy above the lowest of the compared OMol25 structures with the same formula, charge and spin = 32.4 kcal per mole
frontier orbital gap = 0.3202 hartree
structure (SMILES) = ClP1N=NCO1
LUMO = -0.81 eV
charge = 0
HOMO level = -9.523 eV
spin multiplicity = 1

```
8
Properties=species:S:1:pos:R:3:forces:R:3:nbo_charge:R:1
Cl -3.288630 2.474695 -0.762840 0.121 0.627 0.018 -0.253
P -3.088576 0.522135 -0.398319 2.671 -1.357 1.826 1.153
N -1.942689 0.151248 -1.580076 -1.037 -0.344 -1.421 -0.527
N -0.772359 -0.133822 -1.370647 0.012 0.200 -0.582 -0.039
C -0.401938 0.093811 0.004329 2.509 2.414 -0.592 0.021
O -1.406504 0.162253 0.851196 -2.615 0.731 -0.272 -0.722
H 0.439953 -0.548778 0.221070 -0.226 -0.913 0.515 0.207
H 0.259405 1.101018 -0.202861 -1.436 -1.357 0.508 0.160
```
Forces are in eV/Å.

No. 2
DFT (the ωB97M-V functional and the def2-TZVPD basis) results for CH2ClN2OP in the gas phase in a non-equilibrium geometry.

Output
energy above the lowest of the compared OMol25 structures with the same formula, charge and spin = 15.6 kcal per mole
frontier orbital gap = 0.3322 hartree
structure (SMILES) = ClP1N=NCO1
LUMO = -0.86 eV
charge = 0
HOMO level = -9.896 eV
spin multiplicity = 1

```
8
Properties=species:S:1:pos:R:3:forces:R:3:nbo_charge:R:1
Cl 3.606822 -0.906900 -0.307524 -0.373 1.619 0.975 -0.456
P 2.654361 1.019825 0.662397 0.285 -2.967 -1.103 1.261
N 1.973149 1.303065 -0.977816 2.711 2.366 -0.164 -0.385
N 0.866578 0.854546 -1.074763 -0.282 0.362 -3.114 -0.103
C 0.424111 0.187703 -0.002003 -4.295 -1.483 2.241 -0.002
O 1.281041 0.252200 1.094922 0.773 2.228 1.387 -0.765
H -0.687832 0.539526 0.076474 1.883 -0.623 0.993 0.220
H 0.449616 -0.854869 -0.152800 -0.702 -1.502 -1.214 0.232
```
Forces are in eV/Å.

No. 3
DFT (the ωB97M-V functional and the def2-TZVPD basis) results for CH2ClN2OP in the gas phase in a non-equilibrium geometry.

Output
energy above the lowest of the compared OMol25 structures with the same formula, charge and spin = 31.8 kcal per mole
frontier orbital gap = 0.3337 hartree
structure (SMILES) = ClP1N=NCO1
LUMO = -0.59 eV
charge = 0
HOMO level = -9.675 eV
spin multiplicity = 1

```
8
Properties=species:S:1:pos:R:3:forces:R:3:nbo_charge:R:1
Cl 3.999837 -0.651015 -0.486709 0.894 -0.685 -0.533 -0.234
P 3.025644 0.479297 0.798445 -2.628 -2.152 0.695 1.134
N 2.159673 1.354227 -0.338916 -0.560 0.907 -0.464 -0.506
N 0.961879 1.149481 -0.524892 0.779 1.497 -0.218 -0.033
C 0.386824 0.064886 0.263156 1.169 1.225 2.055 0.007
O 1.291627 -0.761374 0.822794 2.878 1.325 0.573 -0.729
H -0.208575 0.595100 1.033126 -0.328 -0.120 -0.420 0.175
H -0.171543 -0.324066 -0.493146 -2.204 -1.996 -1.688 0.186
```
Forces are in eV/Å.

No. 4
DFT (the ωB97M-V functional and the def2-TZVPD basis) results for a molecular structure, CH2ClN2OP in a non-equilibrium geometry.

Output
energy above the lowest of the compared OMol25 structures with the same formula, charge and spin = 45.4 kcal per mole
frontier orbital gap = 0.3381 hartree
LUMO = -0.79 eV
charge = 0
HOMO level = -9.987 eV
spin multiplicity = 1

```
8
Properties=species:S:1:pos:R:3:forces:R:3:nbo_charge:R:1
C -0.952666 0.087536 -0.049616 -0.469 2.460 0.010 0.244
N -0.580837 -0.380759 1.064466 -0.377 0.537 3.046 -0.264
N 0.308362 -1.354135 0.995252 0.797 -1.609 -1.427 -0.610
O -0.421713 -0.549885 -1.085288 -0.048 0.458 -2.200 -0.709
P 0.669957 -1.676438 -0.583886 -0.763 0.247 1.549 1.136
Cl 1.885148 1.322893 0.124183 -3.402 0.518 -1.672 -0.331
H -1.326160 1.209974 -0.012711 -0.120 -2.782 -0.931 0.238
H 0.417909 1.340815 -0.452398 4.382 0.173 1.626 0.295
```
Forces are in eV/Å.

Q: Which of these has the lowest LUMO?
A: number 2

Q: Look up the HOMO level of the first one.
A: -9.523 eV

Q: Number 3 is which compound?
A: CH2ClN2OP

Repeat the second record exactly.
DFT (the ωB97M-V functional and the def2-TZVPD basis) results for CH2ClN2OP in the gas phase in a non-equilibrium geometry.

Output
energy above the lowest of the compared OMol25 structures with the same formula, charge and spin = 15.6 kcal per mole
frontier orbital gap = 0.3322 hartree
structure (SMILES) = ClP1N=NCO1
LUMO = -0.86 eV
charge = 0
HOMO level = -9.896 eV
spin multiplicity = 1

```
8
Properties=species:S:1:pos:R:3:forces:R:3:nbo_charge:R:1
Cl 3.606822 -0.906900 -0.307524 -0.373 1.619 0.975 -0.456
P 2.654361 1.019825 0.662397 0.285 -2.967 -1.103 1.261
N 1.973149 1.303065 -0.977816 2.711 2.366 -0.164 -0.385
N 0.866578 0.854546 -1.074763 -0.282 0.362 -3.114 -0.103
C 0.424111 0.187703 -0.002003 -4.295 -1.483 2.241 -0.002
O 1.281041 0.252200 1.094922 0.773 2.228 1.387 -0.765
H -0.687832 0.539526 0.076474 1.883 -0.623 0.993 0.220
H 0.449616 -0.854869 -0.152800 -0.702 -1.502 -1.214 0.232
```
Forces are in eV/Å.